[1]
The following is a DFT calculation (wB97M-V/def2-TZVPD) of a molecular structure, C43H89O27V at a distorted geometry.

```
160
Properties=species:S:1:pos:R:3:forces:R:3:lowdin_charge:R:1
V 2.2541 -0.4460 -2.2682 -1.18 0.96 0.77 1.0713
O 3.3452 1.2076 -2.4425 -0.44 -0.69 0.17 -0.3830
H 3.9689 1.8680 -2.8023 -1.19 -1.57 0.29 -0.0636
O 1.6246 -2.3083 -2.4365 -0.13 0.25 0.10 -0.3931
H 1.4748 -3.2734 -2.4614 0.45 1.30 0.15 -0.0003
C -0.3265 0.8206 -0.2672 1.39 0.81 -0.33 -0.2732
O 0.7786 0.2779 -0.8703 1.91 -1.35 -1.46 -0.3954
H -0.7128 0.1829 0.5280 -0.75 -0.34 -0.19 0.0389
H -0.0410 1.7384 0.2469 0.24 0.50 0.58 0.0441
H -1.0454 1.2294 -0.9772 -0.89 -0.60 -0.21 0.0634
C 5.2316 -3.4115 -0.6627 -0.17 -0.59 -1.02 -0.0035
O 5.0498 -2.4590 0.3881 -0.51 0.57 0.62 0.0104
C 4.2031 -1.4437 0.2524 -0.70 1.70 -2.15 -0.3977
O 3.7328 -1.0639 -0.8792 1.63 -1.63 4.71 -0.0133
O 4.0088 -0.7163 1.4242 -0.47 -0.96 -3.03 0.0026
C 4.4788 -1.1997 2.6545 0.79 -0.61 1.61 -0.0626
H 5.7890 -3.0099 -1.5090 -0.23 0.45 0.06 0.0914
H 4.2864 -3.8305 -1.0080 -0.18 0.46 0.05 0.1047
H 5.8115 -4.2755 -0.3380 0.03 0.43 0.81 0.1001
H 4.1542 -2.2126 2.8928 0.20 -0.17 -0.56 0.0845
H 4.1088 -0.6186 3.4991 -0.51 0.60 -0.59 0.0844
H 5.5566 -1.0886 2.7733 0.13 -0.31 -0.48 0.1061
C 0.4494 -2.6657 0.7526 0.50 0.59 -0.55 -0.0144
O 0.6717 -3.1304 2.0869 -1.64 0.25 0.33 -0.0005
C 1.7761 -3.7546 2.4003 -0.43 -0.20 -0.43 -0.6619
O 2.7303 -3.9171 1.7088 1.43 -0.05 -1.05 0.1473
O 1.6354 -4.2376 3.6105 -1.34 1.02 1.22 0.0025
C 2.6182 -5.0344 4.1665 0.83 -1.58 0.31 -0.0580
H 1.0184 -1.7449 0.6245 0.24 -0.16 -0.50 0.0816
H -0.5891 -2.3770 0.5907 -0.15 -0.24 0.67 0.0886
H 0.6764 -3.4272 0.0065 0.39 0.13 0.15 0.0965
H 3.5424 -4.5484 4.4794 -0.10 0.47 -0.29 0.0977
H 2.8552 -5.8241 3.4536 0.27 -0.10 0.12 0.1026
H 2.1774 -5.4848 5.0558 -0.03 0.04 -0.09 0.0998
C -1.3990 -1.2556 -3.7958 -0.52 -1.53 1.83 -0.0228
O -1.2317 0.0399 -4.3173 1.05 1.04 -1.23 0.0315
C -0.0223 0.5819 -4.4534 2.10 -0.73 2.02 -0.4604
O 1.0488 0.1464 -3.9582 -2.73 1.03 -1.54 0.0171
O -0.1086 1.7434 -5.1063 -0.89 -0.95 -0.68 0.0000
C 0.9986 2.6094 -5.1091 2.05 0.69 1.71 -0.0453
H -1.0689 -2.1220 -4.3688 0.31 0.61 -0.71 0.1138
H -2.4652 -1.3870 -3.6109 -0.03 0.33 -0.41 0.0770
H -0.9552 -1.3867 -2.8089 0.48 0.44 -0.02 0.0880
H 0.9164 3.5534 -5.6479 -1.06 -0.54 -0.50 0.1060
H 1.9592 2.1712 -5.3800 -0.34 -0.57 -0.33 0.1016
H 1.1549 2.9098 -4.0730 0.16 0.01 0.10 0.0769
C 3.1608 -3.0347 -5.9408 -0.83 -0.59 0.18 -0.0216
O 4.3628 -2.8320 -5.2008 0.50 0.59 0.06 0.0274
C 4.5118 -1.8043 -4.3522 -4.38 -0.24 0.75 -0.5611
O 3.5969 -1.1457 -3.8482 1.12 -0.76 -1.65 0.0251
O 5.7271 -1.6962 -4.0086 1.86 -1.46 -0.94 0.0369
C 6.2463 -0.4612 -3.6633 1.14 1.04 1.00 -0.0288
H 3.2415 -4.0122 -6.4164 0.51 0.19 -0.16 0.0950
H 3.0064 -2.2674 -6.6994 0.10 0.07 0.20 0.1029
H 2.2784 -3.1609 -5.3134 0.10 0.64 0.34 0.0905
H 5.8441 -0.1507 -2.6989 0.12 0.15 -0.02 0.0752
H 6.0960 0.3247 -4.4035 -0.37 -0.20 -0.15 0.1149
H 7.3111 -0.6933 -3.6422 0.04 0.54 0.42 0.1091
C -3.3037 2.0649 -5.2128 0.40 1.46 0.83 -0.0846
O -3.5728 1.0822 -6.1888 -1.68 -3.55 0.81 -0.0063
C -4.2126 -0.1261 -5.8252 -0.84 -1.59 -0.23 -0.4021
O -4.4896 -1.0628 -6.6038 1.20 3.83 2.55 0.0973
O -4.5277 -0.1741 -4.4383 1.97 1.70 -2.98 -0.1087
C -5.4351 -1.1155 -3.9430 -0.29 -0.62 0.06 -0.0625
H -2.2412 2.3018 -5.2687 -0.26 0.10 -0.26 0.0701
H -3.4938 1.8905 -4.1538 -0.19 -0.99 -0.26 0.0834
H -3.9079 2.9496 -5.4138 0.06 0.06 -0.45 0.0969
H -5.1326 -2.1490 -4.1121 0.07 0.00 -0.33 0.0949
H -6.4037 -0.9173 -4.4017 -0.18 -0.25 0.33 0.1038
H -5.3890 -0.9457 -2.8673 -0.47 -0.03 -0.03 0.0731
C -3.9165 1.8484 5.0978 -0.39 -0.23 -0.49 -0.0169
C -5.1943 2.6351 4.9903 -1.03 0.67 -2.14 -0.4637
O -5.8999 2.5398 3.9692 1.35 -0.22 1.83 0.0298
C -5.6331 3.6184 6.0373 -0.39 -0.03 -0.10 -0.0221
H -4.0200 1.0642 5.8477 0.11 0.01 0.11 0.0964
H -3.0254 2.4396 5.3088 -0.16 0.09 0.20 0.0707
H -3.8189 1.3978 4.1101 0.27 -0.21 0.16 0.0511
H -4.8456 4.2187 6.4929 0.10 -0.25 0.00 0.0799
H -6.1718 3.0604 6.8032 0.10 0.03 0.28 0.0885
H -6.3632 4.2615 5.5460 0.07 0.08 0.16 0.0843
C -2.9583 -4.1310 2.1086 0.23 -0.52 -0.13 -0.0221
C -3.6330 -5.4558 2.4418 -0.64 0.76 -0.31 -0.4823
O -3.4044 -6.4866 1.8532 0.30 0.23 0.32 0.0711
C -4.8192 -5.2985 3.3772 0.44 -0.59 -0.17 -0.0218
H -2.1407 -4.3084 1.4099 0.09 0.14 0.18 0.0611
H -2.6245 -3.5895 2.9937 0.12 -0.15 0.06 0.0748
H -3.7045 -3.4963 1.6307 -0.06 0.05 -0.12 0.0821
H -5.3306 -6.2607 3.4022 -0.24 0.24 0.10 0.0836
H -5.4240 -4.4994 2.9485 -0.28 -0.11 0.14 0.0840
H -4.5274 -4.9997 4.3840 0.08 0.03 -0.02 0.0829
C -3.4671 -3.9010 -1.5954 0.63 0.35 -0.66 -0.0157
C -3.1486 -5.1409 -2.3933 -1.55 -0.97 -1.66 -0.4505
O -3.4270 -5.2234 -3.6017 0.82 0.21 2.43 0.0315
C -2.5608 -6.2932 -1.5945 0.74 0.19 -0.68 -0.0135
H -3.1496 -3.0705 -2.2259 -0.04 0.25 0.22 0.0615
H -2.9170 -3.8847 -0.6545 -0.27 0.15 -0.08 0.0468
H -4.5370 -3.7607 -1.4420 0.00 -0.25 0.10 0.0992
H -2.3356 -5.9517 -0.5841 -0.10 -0.54 -0.02 0.0497
H -1.6470 -6.5867 -2.1110 0.44 0.27 0.08 0.0832
H -3.0834 -7.2486 -1.6401 -0.69 0.39 0.23 0.0916
C 1.2433 -0.8151 4.6411 0.37 0.43 0.49 -0.0065
C -0.0482 -0.0816 4.5329 -0.80 -0.35 0.71 -0.4877
O -0.3758 0.7563 5.3535 0.27 0.11 -0.48 0.0545
C -1.0383 -0.5699 3.5186 -0.66 0.45 -0.48 -0.0055
H 1.0186 -1.8702 4.7972 0.18 -0.11 -0.30 0.0882
H 1.7471 -0.4261 5.5259 0.18 -0.07 -0.07 0.0911
H 1.8683 -0.6518 3.7631 -0.08 -0.27 -0.12 0.0748
H -1.3298 -1.6087 3.6734 0.27 -0.09 0.20 0.0826
H -0.6955 -0.5054 2.4859 0.27 0.01 0.05 0.0620
H -1.9331 0.0446 3.6171 -0.03 -0.01 -0.06 0.0573
C 3.1022 2.7089 1.5330 0.26 -0.16 1.15 0.0029
C 3.8611 2.8272 2.8529 0.33 0.40 -0.23 -0.4777
O 5.0635 2.6622 2.8941 -0.20 -0.17 -0.09 0.0507
C 3.0995 3.1897 4.1090 0.65 -0.18 0.24 -0.0166
H 3.2585 3.6194 0.9546 -0.03 0.00 -0.02 0.0845
H 2.0445 2.5997 1.7729 -0.06 -0.10 -0.47 0.0675
H 3.5333 1.8462 1.0250 -0.37 0.08 -0.30 0.0694
H 2.7101 4.2060 4.0481 -0.41 -0.16 -0.21 0.0800
H 3.7978 3.1670 4.9456 0.05 -0.05 -0.04 0.0806
H 2.3243 2.4491 4.3059 -0.35 0.23 -0.10 0.0717
C 6.3561 2.3999 -0.7774 -0.38 0.43 0.27 0.0147
C 5.9019 3.7620 -1.3329 -0.17 -1.00 -1.26 -0.4773
O 6.5684 4.7445 -1.2729 1.50 1.27 0.85 0.0822
C 4.6171 3.8715 -2.1229 -0.55 -0.21 0.80 -0.0182
H 6.2400 1.6135 -1.5232 0.01 0.10 -0.06 0.0528
H 5.7469 2.1040 0.0766 -0.32 0.07 -0.02 0.0640
H 7.3730 2.4374 -0.3867 0.03 0.24 -0.35 0.0854
H 4.4000 4.8698 -2.5029 0.61 0.02 0.04 0.0909
H 3.8474 3.6682 -1.3784 -0.48 -0.49 -0.37 0.0710
H 4.5726 3.1551 -2.9431 0.12 0.43 0.09 0.0585
C 0.3206 4.8356 -0.5939 0.17 -0.32 0.70 -0.0183
C -0.9884 4.7341 -1.3164 -0.02 0.09 -0.74 -0.4717
O -2.0527 5.0858 -0.8430 0.65 -0.43 -0.13 0.0574
C -0.8810 4.2429 -2.7708 -0.79 0.28 0.34 -0.0121
H 1.0029 5.5489 -1.0563 -0.25 0.30 -0.09 0.0915
H 0.8752 3.8985 -0.6423 -0.14 -0.33 -0.15 0.0755
H 0.1738 5.0577 0.4631 0.04 0.22 -0.10 0.0597
H -0.0588 4.7483 -3.2773 -0.04 0.01 0.01 0.0792
H -1.8338 4.4651 -3.2513 0.09 0.16 -0.15 0.0818
H -0.7419 3.1673 -2.8793 0.21 -0.07 0.42 0.0669
C -1.5516 3.5671 2.7661 -0.25 0.70 0.19 -0.0018
C -0.5003 4.3466 3.5042 0.54 2.11 -1.09 -0.4607
O 0.4197 4.8796 2.8884 -0.50 -0.95 0.76 0.0314
C -0.7436 4.7320 4.9513 0.03 -0.28 -0.23 -0.0105
H -1.7140 3.9954 1.7771 0.65 -0.28 -0.29 0.0756
H -2.4882 3.8356 3.2548 -0.22 -0.99 0.28 0.0724
H -1.2650 2.5158 2.7372 -0.54 -0.11 0.01 0.0821
H -1.8075 4.7888 5.1813 -0.02 -0.11 -0.05 0.0666
H -0.3012 5.7141 5.1182 0.19 -0.24 0.13 0.0877
H -0.3054 3.9655 5.5905 0.10 0.08 0.21 0.0850
C -4.4943 0.4763 1.4422 0.45 0.95 0.72 -0.0212
C -4.5742 0.2129 -0.0112 1.15 -1.67 -0.90 -0.4803
O -4.2925 -0.8853 -0.4882 -0.46 0.67 0.58 0.0359
C -4.8397 1.3494 -0.9444 0.31 0.24 -0.39 -0.0052
H -3.9516 -0.2481 2.0495 -0.60 -0.61 -0.31 0.0740
H -5.4570 0.7825 1.8517 -0.05 -0.22 0.19 0.0902
H -3.8694 1.3602 1.5698 -0.05 0.43 -0.14 0.0761
H -4.4446 1.0610 -1.9185 -0.35 -0.12 -0.10 0.0643
H -4.2707 2.2365 -0.6662 -0.30 0.17 0.31 0.0850
H -5.9052 1.5701 -1.0084 0.02 0.16 0.01 0.0984
```
Positions in Å, forces in eV/Å.

## Properties
<S²>: 2.011
HOMO (alpha / beta): -7.95 / -8.04 eV
LUMO level (alpha / beta): 0.0081 / 0.0081 Eh
2S+1: 3
HOMO-LUMO gap (alpha / beta): 8.164 / 8.263 eV
E: -127001.2538 eV

---

[2]
The following is a DFT calculation (wB97M-V/def2-TZVPD) of 6 unconnected molecules or ions with the total composition C21H56BN4O6 at a distorted geometry.

```
88
Properties=species:S:1:pos:R:3:forces:R:3:lowdin_charge:R:1
C 1.5378 -0.4686 0.3547 -0.64 -0.99 -0.55 -0.0740
N 1.3523 0.4673 -0.7986 0.47 0.58 0.68 -0.1305
C 2.6617 0.7585 -1.4377 0.36 0.35 -0.64 -0.0967
B 0.7823 1.7562 -0.3376 1.02 0.11 0.30 -0.4639
O 1.5730 2.6029 0.5052 -1.54 -0.65 -0.73 0.1060
C -0.6697 2.3386 -0.7497 0.61 0.90 0.18 -0.1595
C -1.4169 2.8062 0.5564 -0.63 0.87 0.39 -0.1129
C -2.8275 2.1494 0.7749 1.13 0.78 1.43 -0.1535
N -2.8608 0.7339 0.3525 1.62 0.33 -1.83 0.0780
C -2.3793 0.6236 -0.9898 0.08 -0.19 -0.91 -0.2855
N -2.9056 -0.3459 -1.7172 -0.03 0.25 0.39 0.2456
N -1.4531 1.4533 -1.6487 -2.42 0.24 2.03 0.1203
H 0.8610 -1.3427 0.1539 0.59 0.63 0.53 0.0855
H 1.2558 -0.0359 1.3472 0.36 -0.26 -0.56 0.0839
H 2.5686 -0.8959 0.3842 -0.80 0.55 0.15 0.0820
H 2.4653 1.4111 -2.3237 0.32 -0.46 0.56 0.0970
H 3.3884 1.2891 -0.7730 -0.56 -0.32 -0.33 0.0905
H 3.1744 -0.1607 -1.8103 -0.69 0.50 0.30 0.0926
H 1.5910 2.2749 1.4102 0.41 0.08 0.00 0.0952
H -0.4549 3.2747 -1.3365 -0.11 -0.89 0.41 0.1606
H -1.5869 3.9148 0.5026 0.19 -0.94 0.05 0.1295
H -0.7956 2.6676 1.4760 -0.54 -0.14 -0.84 0.0870
H -3.0065 2.1518 1.8816 0.06 -0.04 -0.99 0.1228
H -3.6282 2.7830 0.3362 0.39 -0.95 -0.16 0.1179
H -2.3027 0.1283 0.9570 -0.40 0.10 0.20 0.1527
H -3.4221 -1.0880 -1.2506 -0.36 0.39 -0.24 0.1359
H -2.8354 -0.3250 -2.7313 0.47 -0.35 0.34 0.1481
H -1.9578 1.9858 -2.3715 0.41 -0.46 -0.30 0.1304
C -5.2101 3.7942 -5.3564 0.01 -0.16 -0.21 -0.0543
C -4.7842 3.0026 -4.1313 -0.12 0.73 0.01 -0.4916
C -5.0953 3.7580 -2.8484 0.03 -0.14 0.17 -0.0576
O -3.3786 2.7338 -4.2004 0.32 -0.51 0.37 -0.0746
H -4.6746 4.7467 -5.4091 -0.07 0.02 0.12 0.0867
H -4.9722 3.2451 -6.2692 -0.06 -0.02 0.06 0.0850
H -6.2819 3.9981 -5.3412 0.05 0.02 0.00 0.0875
H -5.2953 2.0375 -4.1219 0.22 -0.06 -0.02 0.1384
H -4.5560 4.7096 -2.8173 -0.08 0.02 -0.12 0.0867
H -4.7749 3.1817 -1.9757 -0.09 -0.04 -0.02 0.0577
H -6.1634 3.9612 -2.7585 0.06 0.02 0.03 0.0887
H -2.9156 3.5795 -4.2109 -0.09 0.05 -0.17 0.0898
C -4.1305 -6.1839 -1.1011 -0.25 -0.04 -0.08 -0.0591
C -3.6651 -4.7530 -1.3159 0.40 -0.51 0.39 -0.5044
C -2.1574 -4.6830 -1.5041 0.06 0.19 -0.15 -0.0654
O -4.0423 -3.9530 -0.1926 -0.14 0.51 -0.23 -0.0693
H -3.6762 -6.6090 -0.2013 0.11 0.03 -0.07 0.0847
H -5.2119 -6.2174 -0.9573 0.04 0.03 -0.07 0.0837
H -3.8720 -6.8155 -1.9529 0.00 0.00 0.05 0.0848
H -4.1647 -4.3327 -2.1919 -0.08 0.12 0.15 0.1360
H -1.6357 -5.0572 -0.6183 -0.08 -0.11 -0.03 0.0822
H -1.8361 -3.6478 -1.6470 -0.01 -0.04 -0.07 0.0630
H -1.8391 -5.2695 -2.3678 0.03 0.02 0.05 0.0850
H -3.6079 -4.3150 0.5871 -0.04 -0.06 0.00 0.0860
C -0.4202 4.3575 4.5209 -0.03 0.11 -0.25 -0.0557
C -1.5132 3.3087 4.6546 0.54 0.07 0.53 -0.4919
C -1.6965 2.8820 6.1019 -0.25 -0.13 0.02 -0.0570
O -1.1804 2.1663 3.8569 -0.23 -0.12 -0.44 -0.0828
H 0.5414 3.9620 4.8616 -0.07 -0.01 0.13 0.0853
H -0.2920 4.6480 3.4753 -0.06 0.04 0.04 0.0741
H -0.6554 5.2493 5.1039 0.05 -0.03 -0.01 0.0868
H -2.4539 3.7072 4.2675 0.03 -0.18 -0.13 0.1376
H -0.7775 2.4376 6.4951 0.05 0.13 -0.03 0.0852
H -2.4765 2.1222 6.1821 -0.02 0.09 -0.01 0.0824
H -1.9696 3.7302 6.7318 0.04 -0.04 -0.01 0.0866
H -0.3521 1.8056 4.1917 -0.04 0.01 0.13 0.0881
C 4.1988 -4.5544 2.7070 0.24 0.09 -0.03 -0.0590
C 3.1617 -3.4446 2.6417 -0.18 -0.70 0.00 -0.4949
C 1.9263 -3.7934 3.4576 -0.12 0.21 0.09 -0.0636
O 2.7877 -3.2184 1.2811 0.04 0.39 -0.03 -0.0742
H 3.7975 -5.4856 2.2963 -0.09 0.02 0.10 0.0838
H 5.0752 -4.2953 2.1098 -0.03 0.04 0.07 0.0814
H 4.5184 -4.7368 3.7347 -0.01 -0.03 -0.05 0.0840
H 3.5964 -2.5140 3.0135 -0.04 0.05 -0.20 0.1385
H 1.4492 -4.6992 3.0718 0.13 -0.05 0.03 0.0819
H 1.1859 -2.9922 3.3941 0.07 0.01 0.04 0.0718
H 2.1781 -3.9534 4.5076 -0.04 -0.03 -0.04 0.0832
H 2.4030 -4.0331 0.9408 0.06 -0.04 0.02 0.0895
C 6.8081 -0.2917 -3.0170 -0.10 -0.14 -0.19 -0.0622
C 7.2260 -1.1015 -1.7981 0.23 0.69 0.00 -0.5001
C 6.9533 -0.3417 -0.5078 -0.08 -0.15 0.21 -0.0624
O 8.6146 -1.4103 -1.8845 -0.10 -0.39 0.01 -0.0507
H 7.3706 0.6449 -3.0745 -0.06 0.02 0.13 0.0828
H 7.0183 -0.8440 -3.9348 -0.06 -0.03 0.07 0.0818
H 5.7414 -0.0558 -2.9878 0.03 0.04 -0.02 0.0653
H 6.6861 -2.0508 -1.7858 0.20 -0.06 -0.01 0.1377
H 7.5209 0.5932 -0.4781 -0.07 0.02 -0.12 0.0828
H 7.2669 -0.9299 0.3570 -0.06 -0.03 -0.06 0.0798
H 5.8909 -0.1073 -0.4043 0.03 0.03 0.01 0.0623
H 9.1028 -0.5804 -1.8963 0.00 0.00 0.00 0.0871
```
Positions in Å, forces in eV/Å.

## Properties
total charge: +1
HOMO: -11.23 eV
LUMO level: -0.1073 Eh
2S+1: 1
HOMO-LUMO gap: 8.312 eV
E: -41601.7863 eV

---

Which of these has the highest 2S+1?
C43H89O27V

---

What is the E in the first record?
-127001.2538 eV